42
Properties=species:S:1:pos:R:3:lowdin_charge:R:1 method="wB97M-V/def2-TZVPD" gap_ha=0.1988 homo_ev=-8.5182 multiplicity=1
Pb 0.658 1.192 2.406 1.178
Br -1.523 7.751 -1.134 0.803
C -0.582 6.267 -0.508 -0.715
C 0.885 6.188 -0.806 -0.714
Br 1.661 7.572 -1.786 0.807
C 1.647 5.158 -0.396 -0.660
Br 3.468 4.959 -0.724 0.806
C 1.022 4.059 0.357 -0.323
O 1.621 3.089 0.752 -0.082
C -0.483 4.146 0.679 -0.337
O -0.958 3.252 1.330 0.002
C -1.227 5.314 0.187 -0.673
Br -3.042 5.332 0.604 0.855
N -7.496 -3.592 -1.587 0.152
C -6.573 -3.058 -1.159 -0.187
C -5.419 -2.387 -0.627 -0.236
C -5.156 -1.067 -0.989 -0.025
C -4.047 -0.423 -0.476 -0.022
C -3.185 -1.083 0.402 -0.249
C -3.458 -2.407 0.758 -0.020
C -4.567 -3.056 0.249 -0.024
C -2.038 -0.410 0.933 -0.141
C -1.070 0.167 1.381 -0.221
H -5.823 -0.555 -1.669 0.119
H -3.838 0.602 -0.749 0.117
H -2.791 -2.919 1.437 0.119
H -4.777 -4.080 0.526 0.120
C 2.078 -0.139 1.205 -0.425
C 2.532 -1.223 0.875 -0.237
C 3.111 -2.459 0.446 -0.271
C 4.082 -3.095 1.220 -0.034
C 4.648 -4.281 0.786 -0.081
C 4.254 -4.841 -0.421 -0.086
C 3.287 -4.214 -1.195 -0.080
C 2.716 -3.029 -0.766 -0.030
H 4.388 -2.647 2.156 0.117
H 5.401 -4.769 1.391 0.103
H 4.701 -5.766 -0.760 0.102
H 2.978 -4.649 -2.137 0.103
H 1.960 -2.532 -1.360 0.118
I 4.381 1.190 0.051 0.281
I 6.575 2.446 -0.881 -0.031